Computed, not measured: a 2-piece molecular cluster, C5H14 overall in a non-equilibrium geometry, with wB97M-V/def2-TZVPD.

The geometry in XYZ format:
```
19
Properties=species:S:1:pos:R:3:forces:R:3:lowdin_charge:R:1
C -2.413 -0.499 -0.269 2.4 1.2 0.1 -0.0646
C -0.827 0.073 -0.577 -3.9 1.0 0.1 -0.1944
C -1.172 1.012 -1.714 3.4 -2.1 -2.2 -0.1447
H -2.620 -0.915 -1.223 -0.2 -0.9 -0.7 0.0386
H -3.337 0.079 -0.056 1.2 0.5 0.4 0.0731
H -2.220 -1.230 0.459 -0.5 -1.3 1.0 0.0252
H -0.204 0.553 0.192 -1.0 0.0 0.0 0.0668
H -0.377 -0.822 -0.816 1.2 -1.8 -0.8 0.0516
H -1.843 1.569 -1.278 -4.1 3.3 1.5 0.0072
H -0.446 1.689 -2.047 1.9 1.1 0.0 0.0495
H -1.476 0.667 -2.705 -0.6 -0.9 0.5 0.0896
C 1.997 0.338 1.688 -1.4 -0.2 -0.5 -0.1598
C 2.335 -0.905 0.828 3.5 0.9 2.9 -0.1484
H 2.384 1.262 1.279 0.0 0.2 -0.3 0.0579
H 0.884 0.402 1.723 0.8 0.3 0.0 0.0464
H 2.267 0.352 2.740 0.5 -0.6 0.0 0.0576
H 2.021 -0.859 -0.151 -0.9 0.2 -2.1 0.0179
H 3.464 -1.107 0.817 -1.3 0.6 -0.2 0.0897
H 1.986 -1.754 1.335 -0.9 -1.3 0.4 0.0410
```
Forces are in eV/Å.

Kohn-Sham gap   11.67 eV
SMILES   CCC.CC
F_max   5.46 eV/Å
Spin multiplicity   1
E_LUMO   1.13 eV



Computed, not measured: a 2-piece molecular cluster, C5H14 overall in a non-equilibrium geometry, with wB97M-V/def2-TZVPD.

The geometry in XYZ format:
```
19
Properties=species:S:1:pos:R:3:forces:R:3:lowdin_charge:R:1
C -0.843 -0.047 1.381 0.4 -1.3 0.3 -0.1304
C -1.700 -0.648 0.259 -0.6 -0.3 1.2 -0.3019
C -2.614 -1.695 0.934 -1.1 0.6 -0.1 -0.1392
H -0.129 0.707 1.066 -0.2 0.2 0.1 0.0368
H -0.304 -0.886 1.853 0.4 0.2 -0.5 0.0740
H -1.421 0.233 2.267 -0.4 0.7 -0.5 0.0725
H -2.272 0.125 -0.261 -0.2 -0.1 0.2 0.0977
H -1.160 -1.183 -0.508 0.7 0.1 -0.1 0.0868
H -2.121 -2.342 1.662 0.4 0.0 -0.3 0.0669
H -3.414 -1.208 1.515 0.2 0.1 -0.1 0.0712
H -3.141 -2.314 0.211 0.1 -0.2 -0.1 0.0607
C 1.979 0.677 -0.947 -0.8 1.2 -1.9 -0.1682
C 3.010 1.701 -1.545 -1.3 -1.8 0.3 -0.1479
H 1.730 0.896 0.085 0.4 -0.6 0.2 0.0376
H 1.043 0.812 -1.514 -0.1 0.2 0.4 0.0588
H 2.218 -0.339 -1.235 0.4 -0.3 0.8 0.0586
H 2.808 1.788 -2.611 0.0 0.3 0.0 0.0557
H 3.961 1.195 -1.465 0.7 0.8 0.3 0.0515
H 2.850 2.636 -1.024 0.7 0.2 -0.1 0.0588
```
Forces are in eV/Å.

Kohn-Sham gap   12.45 eV
SMILES   CCC.CC
F_max   2.35 eV/Å
Spin multiplicity   1
E_LUMO   1.16 eV



Computed, not measured: a 2-piece molecular cluster, C5H14 overall in a non-equilibrium geometry, with wB97M-V/def2-TZVPD.

The geometry in XYZ format:
```
19
Properties=species:S:1:pos:R:3:forces:R:3:lowdin_charge:R:1
C 0.598 -0.989 1.429 0.5 1.0 0.8 -0.1251
C -0.382 -2.088 1.004 1.1 0.6 1.3 -0.3144
C -1.303 -1.793 -0.120 -1.1 -0.4 -2.2 -0.1434
H 0.752 -0.982 2.507 -0.1 -0.5 0.3 0.0614
H 1.611 -1.129 1.055 -0.1 0.1 -0.5 0.0676
H 0.321 0.067 1.316 -0.3 -0.4 -0.7 0.0469
H -0.901 -2.346 1.939 -0.1 -0.4 -0.6 0.1035
H 0.313 -2.880 0.708 -0.7 -0.5 0.2 0.1023
H -2.131 -2.501 -0.200 0.1 -0.4 0.3 0.0644
H -0.819 -1.923 -1.105 0.1 0.2 0.4 0.0771
H -1.844 -0.850 -0.206 0.5 0.4 0.7 0.0677
C -0.126 2.107 -1.513 -0.2 2.2 -0.2 -0.1723
C 1.070 2.257 -0.583 0.5 -1.7 -0.2 -0.1713
H -0.105 1.186 -2.089 -0.4 -0.1 0.3 0.0619
H -1.019 2.323 -0.916 -0.2 -0.9 -0.2 0.0625
H -0.196 2.952 -2.219 0.4 -0.4 -0.2 0.0600
H 1.452 3.244 -0.344 -0.4 0.2 0.0 0.0646
H 1.907 1.659 -0.963 0.1 0.4 -0.2 0.0652
H 0.801 1.687 0.302 0.2 0.5 0.5 0.0214
```
Forces are in eV/Å.

Kohn-Sham gap   12.37 eV
SMILES   CCC.CC
F_max   2.50 eV/Å
Spin multiplicity   1
E_LUMO   1.16 eV



Computed, not measured: a 2-piece molecular cluster, C5H14 overall in a non-equilibrium geometry, with wB97M-V/def2-TZVPD.

The geometry in XYZ format:
```
19
Properties=species:S:1:pos:R:3:forces:R:3:lowdin_charge:R:1
C -1.350 -2.208 0.933 0.9 0.2 -0.4 -0.0762
C -0.464 -1.938 -0.318 -0.5 -0.4 0.7 -0.0600
H -1.272 -1.430 1.700 -0.3 0.0 -0.2 0.0793
H -2.371 -2.367 0.615 -0.2 0.0 0.2 0.0839
H -0.889 -3.072 1.420 -0.3 -0.3 -0.1 0.0985
H -0.134 -0.861 -0.122 0.1 0.2 -0.3 0.0595
H -0.987 -2.056 -1.258 -0.1 0.3 -0.1 0.0877
H 0.436 -2.544 -0.353 0.3 0.2 0.0 0.0942
C 0.612 2.164 -0.260 -1.2 -0.3 -0.7 -0.2238
C 0.375 1.262 0.987 0.1 -0.4 0.0 -0.0413
C 1.005 1.330 -1.412 0.4 0.3 0.0 -0.0403
H 1.360 2.922 0.053 0.3 -0.2 0.1 0.1742
H -0.291 2.728 -0.503 0.1 0.1 0.1 0.1261
H 1.031 0.396 0.893 0.4 0.3 0.5 0.0797
H 0.422 1.744 1.961 0.0 -0.1 -0.1 0.0990
H 2.022 0.939 -1.338 0.0 -0.1 -0.1 0.1153
H 0.763 1.740 -2.401 0.1 -0.1 0.2 0.1175
H -0.644 0.880 0.786 -0.1 0.3 0.2 0.1030
H 0.374 0.373 -1.384 -0.1 -0.1 0.0 0.1236
```
Forces are in eV/Å.

Kohn-Sham gap (spin up / spin down)   13.71 / 4.93 eV
F_max   1.40 eV/Å
<S²>   0.755
Spin multiplicity   2
E_LUMO (spin up / spin down)   -2.67 / -10.62 eV
Charge   +1



Computed, not measured: a 2-piece molecular cluster, C5H14 overall in a non-equilibrium geometry, with wB97M-V/def2-TZVPD.

The geometry in XYZ format:
```
19
Properties=species:S:1:pos:R:3:forces:R:3:lowdin_charge:R:1
C -2.141 1.430 1.328 0.3 -0.4 1.2 -0.1665
C -1.756 0.382 2.413 -0.6 0.1 -1.1 -0.1626
H -1.599 2.348 1.550 0.2 0.0 -0.5 0.0613
H -1.971 1.071 0.317 -0.1 0.2 -0.2 0.0372
H -3.186 1.691 1.485 -0.1 -0.1 -0.4 0.0677
H -1.905 0.914 3.341 0.2 -0.4 0.6 0.0615
H -0.737 -0.011 2.321 0.0 0.3 0.1 0.0451
H -2.430 -0.487 2.351 0.2 0.3 0.2 0.0672
C 0.950 -0.511 -1.218 0.9 -0.7 -0.3 -0.2179
C 1.822 0.429 -1.927 0.2 0.2 -0.6 -0.0218
C 1.450 -1.857 -0.882 -0.4 0.0 0.1 -0.0197
H 0.500 0.024 -0.312 -0.8 0.2 -0.4 0.2153
H -0.029 -0.716 -1.776 -0.4 0.4 0.7 0.2282
H 2.694 0.841 -1.378 -0.2 0.0 0.0 0.1505
H 2.445 -1.793 -0.412 0.1 -0.1 -0.2 0.1373
H 0.706 -2.393 -0.282 0.2 0.0 0.0 0.1156
H 1.276 1.249 -2.391 -0.1 0.3 0.5 0.1130
H 2.321 -0.110 -2.749 0.3 -0.3 0.1 0.1350
H 1.588 -2.501 -1.781 0.2 0.0 0.1 0.1535
```
Forces are in eV/Å.

Kohn-Sham gap (spin up / spin down)   11.50 / 3.73 eV
F_max   1.28 eV/Å
<S²>   0.753
Spin multiplicity   2
E_LUMO (spin up / spin down)   -3.27 / -11.04 eV
Charge   +1



Computed, not measured: a 2-piece molecular cluster, C5H14 overall in a non-equilibrium geometry, with wB97M-V/def2-TZVPD.

The geometry in XYZ format:
```
19
Properties=species:S:1:pos:R:3:forces:R:3:lowdin_charge:R:1
C -0.643 -2.173 1.610 -2.1 2.1 -0.3 -0.1296
C -1.975 -2.073 0.892 0.3 -0.6 -3.4 -0.1765
H -0.182 -1.191 1.341 0.7 -0.7 0.3 0.0561
H -0.897 -2.097 2.685 0.9 -0.5 -0.3 0.0962
H -0.175 -3.050 1.206 0.8 -0.2 0.6 0.0734
H -2.563 -1.154 0.905 0.0 -0.2 0.9 0.0648
H -2.544 -3.000 0.939 -0.5 0.1 0.6 0.0756
H -1.802 -2.150 -0.268 0.1 0.2 1.4 0.1102
C 0.569 1.528 -1.324 1.3 -0.7 1.0 -0.1598
C 0.052 1.558 0.090 0.9 -1.0 -0.3 -0.0278
C 2.130 1.545 -1.439 -0.3 0.3 0.5 0.0023
H 0.171 0.769 -2.007 -0.6 0.0 0.2 0.1412
H 0.288 2.442 -1.929 0.1 0.6 -0.2 0.2249
H 0.954 1.209 0.687 -1.0 0.5 0.0 0.1286
H -0.769 0.879 0.276 -0.3 -0.1 -0.2 0.0739
H 2.465 0.897 -2.229 -0.2 -0.1 -0.9 0.1008
H 2.734 2.466 -1.507 -0.5 0.0 0.0 0.1247
H -0.237 2.503 0.567 0.3 0.3 -0.2 0.1292
H 2.425 1.092 -0.496 0.3 0.1 0.2 0.0919
```
Forces are in eV/Å.

Kohn-Sham gap (spin up / spin down)   11.95 / 3.04 eV
F_max   3.41 eV/Å
<S²>   0.753
Spin multiplicity   2
E_LUMO (spin up / spin down)   -2.92 / -11.09 eV
Charge   +1



Computed, not measured: a 2-piece molecular cluster, C5H14 overall in a non-equilibrium geometry, with wB97M-V/def2-TZVPD.

The geometry in XYZ format:
```
19
Properties=species:S:1:pos:R:3:forces:R:3:lowdin_charge:R:1
C 1.525 -2.461 1.446 -0.4 0.4 -1.5 -0.1593
C 2.105 -1.084 1.134 0.4 -0.3 -0.7 -0.1755
H 1.364 -3.038 0.527 0.6 0.0 -0.1 0.0648
H 2.191 -3.020 2.071 -0.2 -0.4 0.7 0.0632
H 0.484 -2.370 1.744 0.1 0.0 1.0 0.0554
H 2.072 -0.414 1.975 -0.4 0.4 0.3 0.0561
H 1.639 -0.686 0.231 -0.3 0.4 0.2 0.0395
H 3.160 -1.094 0.861 0.1 -0.4 0.0 0.0663
C -1.232 1.176 -1.364 0.8 -0.8 -0.1 -0.1933
C -2.120 0.239 -0.645 0.0 0.9 0.1 -0.0006
C -0.354 2.190 -0.665 -1.1 -0.1 -0.9 0.0046
H -1.991 1.878 -1.945 0.1 0.0 0.0 0.2750
H -0.755 0.683 -2.222 -0.2 0.2 -0.3 0.1492
H -3.078 0.697 -0.308 -0.2 -0.1 -0.2 0.1544
H -2.321 -0.672 -1.194 -0.1 -0.1 0.1 0.1126
H -0.767 3.211 -0.695 0.2 0.1 0.1 0.1306
H 0.640 2.233 -1.109 0.0 -0.1 -0.1 0.1228
H -1.736 0.119 0.387 0.2 -0.3 0.0 0.1423
H -0.413 1.874 0.346 0.4 0.2 1.3 0.0917
```
Forces are in eV/Å.

Kohn-Sham gap (spin up / spin down)   10.96 / 3.80 eV
F_max   1.62 eV/Å
<S²>   0.753
Spin multiplicity   2
E_LUMO (spin up / spin down)   -3.47 / -10.62 eV
Charge   +1



Computed, not measured: C5H14BBaClNRu as an isolated structure in a non-equilibrium geometry, with wB97M-V/def2-TZVPD.

The geometry in XYZ format:
```
24
Properties=species:S:1:pos:R:3:forces:R:3:lowdin_charge:R:1
Ru 0.068 1.122 0.038 -0.1 1.2 1.3 0.6888
Cl 0.889 -1.137 -0.022 1.7 -1.8 0.2 -0.2254
C 1.193 1.660 -1.504 0.5 0.9 -0.3 -0.3368
H 1.455 2.700 -1.262 0.2 0.0 -0.3 -0.0187
H 0.670 1.610 -2.440 -0.2 0.0 -0.7 -0.0296
H 2.113 1.066 -1.525 -0.2 0.0 0.0 -0.0176
Ba -1.738 -1.297 -0.461 -0.2 -1.2 -0.4 0.8034
C -2.708 -2.109 1.522 -3.6 -1.3 0.7 -0.2699
C -2.236 -2.437 -2.463 -3.0 -0.7 -0.6 -0.5042
C -1.791 1.084 -0.621 0.8 2.3 -0.3 -0.6710
H -2.683 -1.568 -2.895 -0.3 0.2 -0.8 -0.0901
H -1.285 -2.734 -2.676 2.3 -1.0 -1.1 -0.1226
H -2.914 -3.100 -1.900 0.3 0.0 -0.7 -0.0716
H -3.244 -1.205 1.706 -0.4 0.5 0.5 -0.0415
H -3.253 -2.880 0.943 0.2 0.3 0.6 -0.0267
H -1.854 -2.356 2.020 2.1 -0.6 1.5 -0.0531
H -1.960 1.269 -1.696 -1.0 0.2 0.6 -0.0625
H -2.527 1.125 0.220 -0.2 0.3 -1.1 -0.0715
B 4.044 1.595 2.412 1.1 0.1 0.5 -0.4624
C 2.728 1.367 1.616 14.8 2.0 8.6 -0.2917
N 1.820 1.247 1.102 -14.3 -1.2 -8.0 -0.0684
H 3.805 2.165 3.475 -0.1 -0.1 -0.2 -0.0194
H 4.818 2.293 1.758 -0.2 -0.1 0.0 -0.0196
H 4.589 0.520 2.652 -0.2 0.1 -0.1 -0.0177
```
Forces are in eV/Å.

Kohn-Sham gap (spin up / spin down)   2.09 / 5.23 eV
F_max   17.23 eV/Å
<S²>   8.772
Spin multiplicity   6
E_LUMO (spin up / spin down)   4.32 / 4.37 eV
Charge   -2